Record 1
Below is a structure of composition C37H32BrOP2Sm, with properties calculated with ωB97M-V/def2-TZVPD.

Calculated values
E_LUMO (alpha / beta) = -8.42 / -8.04 eV
2S+1 = 6
total charge = +2
<S²> = 8.767

The geometry in XYZ format:
```
74
Properties=species:S:1:pos:R:3:forces:R:3
Sm -0.614227 1.197019 0.595296 1.40 2.42 -2.62
P 2.291969 0.338861 1.087902 1.63 -0.36 1.05
C -1.437765 -0.166369 2.321996 -3.93 -6.48 7.54
O -1.869957 -0.913842 3.133898 2.88 4.87 -5.30
P -2.014100 -0.268321 -1.575323 -1.48 -0.65 -0.52
C 2.250574 0.456340 2.940022 -0.56 -0.48 -0.07
C 3.243316 1.811240 0.632357 -0.11 1.05 -0.19
C 3.486272 -1.058606 0.797082 -0.13 -0.72 -0.76
C -2.327205 -1.994079 -2.153916 0.48 -0.19 0.00
C -3.611396 0.200567 -0.752875 0.74 0.34 0.43
C -2.021823 0.751174 -3.050310 0.41 0.76 -0.81
C 2.790223 -0.526541 3.790696 -0.09 0.41 -0.18
C 2.582384 -0.445119 5.173739 0.13 0.39 -0.17
C 1.821165 0.603688 5.712417 0.15 0.01 -0.27
C 1.254222 1.563574 4.861129 -0.05 0.04 0.01
C 1.476713 1.496998 3.480780 -0.43 -0.43 0.10
H 3.397958 -1.323257 3.357148 -0.21 0.20 0.27
H 3.071158 -1.172434 5.826913 -0.30 0.22 -0.19
H 1.700343 0.691888 6.796857 -0.05 -0.08 -0.47
H 0.637833 2.373318 5.265563 0.32 -0.31 -0.09
H 1.026381 2.251781 2.810646 0.33 -0.01 0.35
C 3.010885 -2.386459 0.954670 0.37 0.45 -0.30
C 3.837006 -3.467056 0.615938 -0.24 0.46 0.28
C 5.126809 -3.245538 0.116945 -0.16 0.20 0.33
C 5.617719 -1.948886 -0.045726 -0.43 0.15 0.23
C 4.798566 -0.857990 0.289710 -0.52 0.19 0.02
H 1.989988 -2.553817 1.333792 0.53 -0.04 -0.18
H 3.461664 -4.477058 0.774189 0.19 0.19 -0.13
H 5.768436 -4.092247 -0.095024 -0.09 0.03 -0.12
H 6.633766 -1.784784 -0.430573 -0.58 -0.03 0.22
H 5.173546 0.161141 0.129278 -0.19 -0.47 0.12
C 4.051264 2.533469 1.540436 -0.02 0.08 -0.02
C 4.663804 3.742055 1.167495 -0.19 -0.25 -0.39
C 4.440283 4.234181 -0.128323 -0.11 -0.23 0.02
C 3.627416 3.531637 -1.031857 0.19 -0.04 -0.16
C 3.041518 2.320389 -0.666727 0.19 0.12 0.43
H 4.194439 2.158441 2.557926 -0.05 0.09 -0.37
H 5.316463 4.304782 1.861073 -0.55 -0.53 -0.43
H 4.913090 5.166198 -0.445712 -0.21 -0.29 0.12
H 3.466469 3.907114 -2.048989 0.13 -0.05 0.49
H 2.451807 1.746228 -1.393253 0.15 0.27 0.20
C -4.046699 1.535881 -0.787974 0.04 0.22 0.30
C -5.176949 1.931743 -0.066591 -0.41 -0.15 0.02
C -5.861740 1.001578 0.726874 -0.04 -0.18 -0.50
C -5.386445 -0.318202 0.795484 -0.18 -0.04 0.02
C -4.269744 -0.726781 0.066920 0.20 0.49 0.28
H -3.508269 2.278218 -1.379246 -0.22 -0.20 -0.02
H -5.580391 2.945066 -0.180279 0.35 -0.40 0.15
H -6.811844 1.276127 1.214275 0.73 -0.14 -0.14
H -5.918136 -1.052943 1.395711 0.08 0.16 -0.05
H -3.847756 -1.726723 0.155143 -0.44 -0.01 -0.08
C -1.730052 -3.032508 -1.401744 -0.53 0.33 -0.77
C -1.873112 -4.342075 -1.863075 -0.27 0.14 0.11
C -2.607899 -4.610711 -3.024991 -0.16 0.10 0.10
C -3.218083 -3.597455 -3.772950 0.33 0.36 0.51
C -3.058545 -2.275991 -3.342249 0.24 0.14 0.25
H -1.173471 -2.796298 -0.481304 -0.22 -0.23 -0.49
H -1.446962 -5.153170 -1.278960 -0.04 0.04 -0.23
H -2.749168 -5.633738 -3.345135 0.15 -0.07 0.04
H -3.803735 -3.816151 -4.680112 0.42 0.08 0.60
H -3.492236 -1.482130 -3.966984 0.32 -0.37 0.54
C -3.163732 0.991583 -3.851526 -0.07 0.26 -0.19
C -3.113717 1.848632 -4.964622 0.27 -0.11 0.21
C -1.905766 2.484574 -5.274111 0.10 -0.18 0.34
C -0.772931 2.249864 -4.482545 0.16 0.14 -0.31
C -0.801979 1.372766 -3.401632 -0.60 0.06 -0.08
H -4.124707 0.523861 -3.621792 0.35 0.17 0.14
H -4.000431 2.046054 -5.594446 0.55 -0.30 0.58
H -1.845788 3.160325 -6.131443 0.01 -0.22 0.36
H 0.162170 2.759486 -4.714713 -0.24 -0.15 -0.05
H 0.131558 1.166241 -2.853766 -0.48 0.11 -0.15
H 1.046639 -1.787412 -1.340082 -0.07 -0.35 0.20
H 1.204917 -1.187281 -1.728805 0.11 0.35 -0.26
Br -0.763391 3.913611 0.562283 0.02 -1.41 0.08
```
Positions in Å, forces in eV/Å.

=====

Record 2
Below is the molecule C19H29N3O3S, with properties calculated with ωB97M-V/def2-TZVPD.

Calculated values
SMILES = CCOc1ccc(CC(=O)NNC(=S)NC2CCCCC2)cc1OCC
E_LUMO = 0.77 eV

The geometry in XYZ format:
```
55
Properties=species:S:1:pos:R:3:forces:R:3
C -4.648345 -2.362392 -1.974367 0.21 0.36 0.18
C -4.187366 -0.953626 -1.632477 -0.26 -0.08 -0.29
O -3.302786 -1.053179 -0.535385 0.25 0.00 0.23
C -2.671849 0.071487 -0.082896 -0.02 0.00 0.06
C -2.935343 1.343327 -0.573935 -0.09 -0.21 -0.07
C -2.230510 2.452473 -0.138432 0.10 0.05 0.18
C -1.255551 2.319057 0.832851 -0.34 0.02 -0.03
C -1.022082 1.058346 1.365854 -0.23 -0.14 -0.11
C -1.702174 -0.070844 0.930432 0.07 0.17 0.08
O -1.274090 -1.235647 1.500795 0.10 0.32 -0.29
C -2.123699 -2.364105 1.607082 -0.40 -0.52 0.17
C -3.353891 -2.093917 2.465497 0.38 0.08 -0.21
H -4.002586 -1.369610 1.979700 -0.11 0.05 -0.02
H -3.055367 -1.700714 3.434826 -0.01 0.00 0.11
H -3.907389 -3.017405 2.612133 -0.09 -0.10 0.02
H -2.421457 -2.726084 0.619437 0.14 0.01 0.19
H -1.488446 -3.115707 2.086137 -0.10 0.06 -0.08
H -0.266240 0.918397 2.124283 0.12 -0.06 0.11
C -0.349234 3.461851 1.223745 0.04 -0.21 0.11
C 1.038955 2.976420 0.866654 0.08 0.24 -0.24
O 1.923738 2.726789 1.658758 0.13 -0.14 0.31
N 1.212763 2.781641 -0.475896 0.03 0.14 -0.42
N 2.196286 1.854641 -0.856320 0.38 -0.16 0.59
C 1.749995 0.677036 -1.391973 -0.17 -0.02 -0.36
N 2.538738 -0.405148 -1.331595 0.17 -0.09 0.03
H 2.154911 -1.217237 -1.792165 -0.08 0.22 -0.05
C 3.636919 -0.640960 -0.410857 0.37 0.21 0.37
C 3.164230 -0.683633 1.051965 -0.19 0.00 -0.13
C 2.237003 -1.870067 1.295914 0.26 -0.05 0.13
C 2.949106 -3.174954 0.954259 -0.27 0.02 -0.16
C 3.409832 -3.168191 -0.500230 0.21 0.00 0.21
C 4.310054 -1.965336 -0.780872 -0.14 0.07 -0.16
H 5.223611 -2.058476 -0.190950 0.04 0.03 0.00
H 4.593112 -1.945470 -1.835459 0.09 0.03 0.00
H 3.959390 -4.084932 -0.723498 -0.06 0.00 -0.10
H 2.533919 -3.150078 -1.153125 -0.06 -0.09 -0.07
H 2.281114 -4.020690 1.125427 0.05 -0.06 0.06
H 3.816363 -3.294726 1.608202 0.05 -0.06 0.06
H 1.926189 -1.876625 2.341483 -0.10 0.03 0.00
H 1.333426 -1.764446 0.692290 -0.10 0.00 0.01
H 4.046147 -0.770579 1.690271 0.06 0.05 0.05
H 2.653782 0.241767 1.323591 0.08 0.07 0.02
H 4.367299 0.170432 -0.536840 -0.04 -0.12 0.01
S 0.313868 0.627978 -2.223007 -0.54 -0.13 -0.28
H 2.918276 1.819477 -0.140624 -0.15 0.03 -0.13
H 0.397220 2.702445 -1.084501 0.17 -0.06 0.13
H -0.601951 4.365624 0.670578 -0.01 0.03 0.01
H -0.386798 3.662988 2.294661 0.10 0.06 -0.08
H -2.442019 3.417672 -0.574128 -0.01 0.12 -0.05
H -3.678890 1.478467 -1.342160 -0.08 -0.05 -0.08
H -3.670773 -0.503146 -2.490246 -0.06 0.03 0.11
H -5.052152 -0.328187 -1.368192 0.15 0.00 -0.04
H -5.143135 -2.811221 -1.116819 -0.08 -0.06 0.05
H -5.341354 -2.330498 -2.810111 -0.08 -0.02 -0.08
H -3.793796 -2.976938 -2.244346 0.06 -0.08 -0.05
```
Positions in Å, forces in eV/Å.

=====

Record 3
Below is a structure of composition C21H16N2OSe3TeW, with properties calculated with ωB97M-V/def2-TZVPD.

Calculated values
E_LUMO (alpha / beta) = -8.60 / -8.83 eV
total charge = +2

The geometry in XYZ format:
```
45
Properties=species:S:1:pos:R:3:forces:R:3
W 0.117831 0.857852 0.789339 0.71 -1.18 -0.52
Se -1.401545 0.069084 -0.985933 -0.51 0.93 1.41
Se -2.267026 1.234554 0.936483 1.03 -0.74 -1.02
Te 0.532182 2.452994 2.961675 -0.27 0.18 -0.50
Se 1.367469 2.898552 0.555459 -0.23 -0.14 0.42
C 0.735561 -0.756456 2.043058 0.15 0.59 0.41
C 1.264479 -1.316695 3.000223 -0.48 0.37 -1.04
C 1.866184 -1.925087 4.113151 0.02 -0.13 0.09
C 2.624699 -1.090576 4.989928 0.22 0.23 0.27
C 3.274137 0.073018 4.517094 0.05 -0.17 -0.21
C 3.964887 0.886790 5.383472 -0.03 0.03 0.11
C 3.968002 0.608483 6.750951 -0.13 -0.20 -0.17
C 3.314961 -0.520441 7.238007 0.03 0.07 0.08
C 2.662331 -1.372618 6.375783 -0.03 -0.01 -0.22
C 1.668962 -3.318693 4.320412 -0.03 -0.37 0.00
C 0.536496 -3.979598 3.787860 0.05 0.05 0.13
C 0.364059 -5.329081 3.986970 0.01 0.00 -0.02
C 1.333563 -6.061478 4.674249 0.07 0.25 -0.04
C 2.479644 -5.436022 5.160442 -0.01 -0.15 -0.01
C 2.651286 -4.081224 4.993898 -0.09 0.11 -0.01
H 3.296874 0.275745 3.452224 -0.10 0.02 0.05
H 4.502157 1.745653 5.011231 0.01 0.06 -0.05
H 4.469914 1.276559 7.434152 0.08 0.03 0.06
H 3.303185 -0.725288 8.296991 0.01 0.00 0.09
H 2.112656 -2.218732 6.759239 -0.03 -0.05 0.05
H -0.223819 -3.403507 3.281112 -0.03 0.04 -0.09
H -0.516512 -5.824954 3.605187 -0.03 -0.01 0.01
H 1.203972 -7.124367 4.809754 -0.01 -0.09 0.03
H 3.246773 -6.018535 5.648390 0.02 -0.03 0.04
H 3.567409 -3.605691 5.311123 0.04 0.01 0.06
N 3.213053 2.437102 -3.972630 -0.04 0.55 -0.26
C 3.790679 1.265271 -3.669455 -0.42 -0.36 0.47
O 4.844523 0.887875 -4.112662 0.27 -0.02 -0.21
C 3.097699 0.372080 -2.639531 0.13 -0.23 0.15
C 3.677426 -0.886142 -2.449311 -0.26 0.12 0.13
C 3.163884 -1.714606 -1.466923 -0.07 0.27 -0.14
C 2.161445 -1.239069 -0.645043 -0.31 -0.03 0.50
N 1.611503 -0.009540 -0.772434 0.03 -0.14 -0.20
C 2.047227 0.739757 -1.819256 -0.11 0.30 0.06
H 3.703946 3.030016 -4.627084 -0.06 -0.06 0.03
H 2.311510 2.748956 -3.660544 0.03 -0.16 0.01
H 4.508685 -1.178730 -3.076449 0.00 0.03 -0.03
H 3.539511 -2.713724 -1.318616 0.06 -0.07 0.05
H 1.784903 -1.867387 0.161626 0.05 0.27 -0.21
H 1.516787 1.676634 -1.993756 0.18 -0.18 0.24
```
Positions in Å, forces in eV/Å.

=====

Record 4
Below is the molecule C4H8N2S, with properties calculated with ωB97M-V/def2-TZVPD.

Calculated values
SMILES = CN1C=NCCS1
E_LUMO = 0.82 eV

The geometry in XYZ format:
```
15
Properties=species:S:1:pos:R:3:forces:R:3
C 1.118634 1.180565 -1.637442 0.02 -0.33 -0.47
C -0.516917 0.241269 1.622169 -0.18 0.34 0.15
C -0.969458 -1.155970 1.235134 0.21 -0.07 -0.16
C 0.084302 -0.905829 -0.879117 0.15 0.05 -0.22
H 1.507729 0.506444 -2.447495 -0.35 0.76 0.62
H 1.941907 1.403774 -0.940041 -0.17 0.10 -0.27
H 0.708409 2.116193 -2.071749 0.45 -0.58 0.19
H -1.070245 0.622536 2.489594 -0.03 -0.05 -0.27
H 0.539175 0.270630 1.898206 0.01 -0.05 -0.20
H -2.046856 -1.225334 1.147748 -0.34 0.26 0.00
H -0.712405 -1.847359 2.036381 0.19 -0.12 0.07
H 0.602257 -1.373129 -1.731869 -0.15 0.27 0.23
N 0.041646 0.469466 -0.953882 -0.06 0.45 -0.02
N -0.390826 -1.669225 0.005474 -0.04 -0.44 0.33
S -0.837354 1.365970 0.226890 0.30 -0.58 0.04
```
Positions in Å, forces in eV/Å.